107
Properties=species:S:1:pos:R:3:forces:R:3 method="wB97M-V/def2-TZVPD" multiplicity=5 de_lowest_kcal_mol=1.4 charge=+4 orbital_gap_ev="4.1 / 1.8" homo_ev="-15.1 / -15.1"
Os -0.6138 0.7222 0.3078 0.967 0.249 0.280
S -3.1174 -4.7596 -3.5885 0.225 0.130 -0.365
C -2.5020 -4.6723 -5.1681 -0.026 0.062 0.247
C -1.5565 -3.6293 -5.3469 -0.120 -0.149 -0.008
C -1.3517 -2.9170 -4.1973 -0.204 -0.137 0.205
C -2.1361 -3.4004 -3.1079 0.153 0.150 -0.044
C -2.1608 -2.8924 -1.7559 0.008 -0.061 -0.174
C -1.4702 -1.6941 -1.4284 0.053 -0.034 0.037
N -1.4434 -1.2006 -0.2109 -0.141 -0.074 0.106
C -2.0793 -1.8772 0.7939 0.038 0.104 0.142
C -2.8108 -3.0504 0.5667 0.022 0.017 -0.045
C -3.4736 -3.7097 1.6534 0.005 0.008 0.043
C -3.3641 -3.2277 2.9094 -0.025 -0.045 -0.007
C -2.5771 -2.0593 3.1759 0.035 0.028 0.158
C -2.3686 -1.5851 4.4822 -0.036 -0.064 -0.108
C -1.5344 -0.4996 4.6956 0.040 0.060 0.042
C -0.9672 0.1482 3.5604 0.041 0.091 0.056
N -1.1829 -0.2520 2.3283 -0.357 -0.013 -0.015
C -1.9517 -1.3669 2.1325 0.073 -0.165 -0.295
C -1.2278 -0.0461 6.0330 0.056 0.028 -0.034
C -0.1183 0.7393 6.4387 -0.028 0.004 -0.036
C -0.0834 0.9419 7.7933 0.017 0.016 -0.010
C -1.1796 0.3329 8.4476 -0.027 -0.007 0.015
S -2.2157 -0.4870 7.4003 -0.001 -0.005 0.015
C -2.8482 -3.5503 -0.7446 0.019 0.043 0.075
H -2.8457 -5.3785 -5.9148 0.038 0.043 -0.022
H -1.0602 -3.4341 -6.2870 -0.054 -0.076 -0.033
H -0.6548 -2.0943 -4.1252 -0.014 0.004 0.074
H -0.9294 -1.1308 -2.1783 -0.036 -0.027 -0.024
H -4.0496 -4.6039 1.4524 0.000 0.012 -0.001
H -3.8532 -3.7270 3.7362 0.006 0.006 -0.007
H -2.8316 -2.1099 5.3104 -0.005 -0.008 -0.013
H -0.3468 1.0307 3.6785 -0.038 0.021 -0.005
H 0.6272 1.1056 5.7474 -0.003 0.035 0.001
H 0.6798 1.4892 8.3287 -0.013 -0.005 -0.011
H -1.3909 0.3625 9.5099 0.006 -0.002 -0.014
H -3.3989 -4.4649 -0.9335 0.004 0.014 -0.018
C 6.2569 6.1522 1.3522 0.028 0.064 -0.070
S 4.7474 5.6567 0.4978 -0.028 -0.046 0.046
C 5.2609 4.0440 -0.1641 0.003 0.014 0.013
C 4.0318 3.1726 -0.4040 -0.100 -0.001 -0.104
C 3.3185 2.8235 0.8918 -0.041 -0.064 0.012
N 2.0485 2.0848 0.7095 0.113 -0.006 0.138
P 1.7521 0.4314 0.5222 -0.204 0.382 -0.445
C 2.0320 -0.0836 -1.2026 0.114 -0.057 0.127
C 2.0668 -1.4502 -1.4944 -0.023 -0.062 0.021
C 2.1554 -1.8802 -2.8104 -0.001 0.001 0.003
C 2.1995 -0.9513 -3.8461 -0.004 -0.009 0.005
C 2.1575 0.4075 -3.5618 0.007 0.014 -0.004
C 2.0724 0.8410 -2.2443 0.045 0.043 0.000
C 2.9280 -0.4569 1.5419 -0.099 -0.079 -0.061
C 4.1980 -0.7525 1.0438 0.023 0.004 -0.009
C 5.1427 -1.3415 1.8713 -0.012 0.008 -0.020
C 4.8214 -1.6418 3.1878 0.012 -0.013 0.021
C 3.5556 -1.3565 3.6857 -0.009 -0.003 -0.006
C 2.6106 -0.7633 2.8651 -0.034 -0.017 0.026
P 0.4951 2.7433 0.8444 -0.371 -0.330 0.031
C 0.1987 3.2673 2.5571 0.137 -0.047 -0.012
C -1.1089 3.5933 2.9185 -0.051 0.056 -0.030
C -1.3951 4.0421 4.1990 -0.010 0.008 0.011
C -0.3704 4.1728 5.1306 0.018 -0.013 0.015
C 0.9319 3.8391 4.7824 -0.005 -0.023 0.032
C 1.2182 3.3792 3.5012 -0.005 -0.059 0.017
C 0.4897 4.2749 -0.0930 0.007 0.038 0.051
C 0.5691 5.5109 0.5514 -0.003 0.001 0.023
C 0.6828 6.6779 -0.1910 0.003 -0.012 -0.015
C 0.7172 6.6209 -1.5755 0.004 0.021 0.005
C 0.6392 5.3944 -2.2262 0.008 -0.009 -0.003
C 0.5280 4.2295 -1.4891 0.001 -0.012 -0.049
H 6.0735 7.1428 1.7631 -0.005 -0.006 0.009
H 7.0895 6.2195 0.6554 0.003 -0.010 0.002
H 6.4950 5.4677 2.1639 -0.002 -0.010 -0.010
H 5.9507 3.5728 0.5398 -0.043 -0.016 0.032
H 5.7919 4.1830 -1.1050 0.040 0.016 0.020
H 4.3189 2.2594 -0.9338 0.061 0.001 0.002
H 3.3407 3.7210 -1.0539 -0.028 -0.052 0.000
H 3.0752 3.7481 1.4153 0.068 0.035 -0.020
H 3.9714 2.2398 1.5482 -0.019 -0.027 -0.005
H 2.0602 -2.1801 -0.6909 0.008 0.010 -0.005
H 2.2305 -2.9387 -3.0275 0.006 0.003 0.010
H 2.3061 -1.2858 -4.8704 0.005 0.009 0.002
H 2.2269 1.1308 -4.3646 0.000 0.003 0.007
H 2.0762 1.9012 -2.0249 0.028 -0.018 0.015
H 4.4517 -0.5272 0.0146 0.001 0.007 0.004
H 6.1283 -1.5689 1.4882 -0.005 0.005 0.000
H 5.5598 -2.1062 3.8278 -0.004 0.002 -0.002
H 3.3125 -1.6081 4.7098 -0.001 0.008 -0.007
H 1.6177 -0.5479 3.2451 0.015 0.021 0.002
H -1.9070 3.5366 2.1842 0.009 -0.011 -0.002
H -2.4059 4.3255 4.4628 0.003 -0.009 -0.013
H -0.5851 4.5634 6.1174 0.002 -0.001 -0.011
H 1.7360 3.9694 5.4964 -0.009 -0.006 -0.010
H 2.2405 3.1387 3.2411 -0.016 -0.013 0.017
H 0.5549 5.5764 1.6312 0.000 -0.011 -0.001
H 0.7527 7.6309 0.3157 0.002 -0.008 -0.005
H 0.8115 7.5322 -2.1511 -0.004 -0.007 0.003
H 0.6733 5.3529 -3.3071 -0.002 0.000 0.009
H 0.4908 3.2788 -2.0030 -0.058 -0.010 -0.001
N -3.0531 2.0057 -1.0774 -0.018 0.186 -0.044
C -3.5855 2.4122 -2.2455 0.052 0.003 0.126
C -2.6349 2.2054 -3.2164 0.116 -0.018 0.013
C -1.5337 1.6734 -2.5364 -0.013 -0.130 -0.153
N -1.7892 1.5590 -1.2349 -0.364 -0.033 0.053
H -3.4588 2.0746 -0.1593 -0.014 0.020 0.013
H -4.5797 2.8250 -2.2935 -0.007 -0.016 -0.006
H -2.7171 2.4320 -4.2649 0.007 -0.009 0.006
H -0.5718 1.3649 -2.9186 -0.017 0.043 -0.020

***

110
Properties=species:S:1:pos:R:3:forces:R:3 method="wB97M-V/def2-TZVPD" multiplicity=2 charge=+2 orbital_gap_ev="6.7 / 7.5" homo_ev="-12.4 / -12.4"
Cr 0.3068 -0.6085 -0.7637 -0.587 -0.398 0.697
C -3.4541 -5.1908 -4.7918 0.022 0.016 0.054
C -2.6669 -4.4227 -3.7649 -0.037 -0.065 -0.062
C -2.2095 -5.0268 -2.5927 0.019 -0.042 -0.021
C -1.5374 -4.2875 -1.6476 -0.013 -0.123 0.010
C -1.2551 -2.9263 -1.8220 0.093 -0.126 0.416
N -0.6649 -2.2118 -0.7502 -0.012 0.443 0.078
C -1.1823 -2.5767 0.5305 0.121 -0.127 -0.363
C -2.5441 -2.7969 0.7210 -0.162 0.035 -0.013
C -3.0657 -3.0554 1.9732 -0.020 0.019 0.028
C -2.2498 -3.0975 3.1036 -0.071 0.005 0.018
C -2.8217 -3.3195 4.4777 0.016 -0.004 -0.049
C -0.8935 -2.8766 2.9202 0.002 -0.007 0.082
C -0.3750 -2.6324 1.6578 0.474 0.002 0.083
N 1.0319 -2.3943 1.5490 -0.253 0.068 -0.107
C 2.0259 -2.9381 2.2769 -0.015 -0.108 0.044
C 3.2062 -2.3437 1.8877 0.014 0.020 0.042
C 2.8333 -1.4364 0.8960 -0.037 0.065 -0.022
N 1.5162 -1.4662 0.7003 0.235 0.036 -0.011
C -1.6079 -2.3606 -3.0383 0.101 0.433 -0.346
C -2.3471 -3.0934 -3.9657 -0.018 0.005 -0.032
N -1.2060 -1.0377 -3.4197 -0.122 -0.124 0.312
C -1.2336 -0.5420 -4.6752 -0.024 -0.127 -0.070
C -0.6659 0.7038 -4.6588 0.067 0.073 -0.051
C -0.2873 0.8921 -3.3337 -0.109 0.048 0.105
N -0.6262 -0.1469 -2.5732 0.029 -0.005 -0.331
H -4.1203 -5.9096 -4.3162 0.006 0.010 -0.003
H -2.7884 -5.7495 -5.4528 0.012 0.008 0.022
H -4.0544 -4.5254 -5.4113 0.014 -0.009 0.015
H -2.4021 -6.0779 -2.4147 -0.011 0.031 0.004
H -1.2262 -4.7553 -0.7221 -0.022 -0.006 -0.031
H -3.2049 -2.7485 -0.1360 0.012 -0.009 0.038
H -4.1325 -3.2130 2.0798 0.021 0.001 0.000
H -3.7526 -3.8826 4.4315 0.004 0.003 -0.018
H -3.0382 -2.3637 4.9602 0.001 0.005 -0.010
H -2.1275 -3.8641 5.1166 0.011 0.008 -0.008
H -0.2296 -2.8682 3.7775 -0.010 0.002 -0.017
H 1.8252 -3.7210 2.9897 0.011 0.042 -0.015
H 4.1940 -2.5449 2.2654 -0.033 -0.010 -0.029
H 3.4490 -0.7642 0.3171 -0.016 -0.031 0.019
H -2.7030 -2.6140 -4.8662 0.004 -0.031 0.005
H -1.6174 -1.1151 -5.4988 0.000 0.053 0.015
H -0.5175 1.3676 -5.4927 -0.018 -0.015 0.027
H 0.2287 1.7224 -2.8961 0.037 0.071 0.031
O -0.8336 0.0080 0.8649 -0.012 0.003 -0.045
P -1.1132 1.1297 1.8320 -0.019 -0.083 -0.225
C -1.1565 2.6625 0.8731 -0.157 -0.005 -0.001
P 0.3104 2.8068 -0.1819 0.270 -0.432 0.173
O 0.8500 1.4328 -0.5703 -0.125 0.323 -0.422
C -0.2051 3.8645 -1.5264 -0.025 0.067 -0.176
C 0.6360 4.8882 -1.9677 -0.030 -0.038 -0.093
C 0.2545 5.6896 -3.0363 0.013 -0.038 0.062
C -0.9649 5.4771 -3.6598 -0.030 0.003 -0.022
C -1.8104 4.4620 -3.2244 0.006 0.034 -0.026
C -1.4343 3.6591 -2.1642 0.050 0.033 0.036
C 1.5497 3.6895 0.7388 0.148 0.071 0.134
C 1.2596 4.9209 1.3324 0.055 -0.019 -0.019
C 2.2465 5.5985 2.0270 -0.006 -0.037 -0.001
C 3.5220 5.0515 2.1292 0.004 0.009 0.003
C 3.8125 3.8300 1.5407 -0.024 -0.006 -0.009
C 2.8264 3.1449 0.8423 -0.010 0.018 0.111
C -2.6928 0.8935 2.6170 -0.242 -0.057 -0.030
C -3.7896 0.6540 1.7807 0.009 0.005 0.105
C -5.0384 0.4184 2.3289 0.026 -0.005 -0.020
C -5.1981 0.4099 3.7105 -0.012 -0.002 0.005
C -4.1117 0.6300 4.5443 0.018 -0.005 -0.035
C -2.8566 0.8723 4.0014 -0.021 -0.029 -0.052
C 0.1098 1.4319 3.0909 0.117 0.106 0.156
C 1.1849 0.5708 3.2675 0.016 -0.008 0.070
C 2.1530 0.8525 4.2223 -0.016 0.004 0.004
C 2.0462 1.9938 5.0014 -0.012 0.015 0.007
C 0.9645 2.8546 4.8400 0.010 -0.030 -0.025
C -0.0027 2.5767 3.8897 0.092 -0.025 -0.021
H -1.2151 3.5309 1.5303 -0.045 0.055 -0.066
H -2.0454 2.6496 0.2410 -0.060 -0.030 0.066
H 1.5843 5.0659 -1.4772 0.001 -0.006 -0.009
H 0.9065 6.4840 -3.3735 0.001 -0.009 0.008
H -1.2642 6.1074 -4.4870 0.002 -0.003 0.012
H -2.7636 4.3033 -3.7106 0.006 -0.003 -0.002
H -2.0975 2.8622 -1.8498 0.000 -0.011 -0.002
H 0.2726 5.3633 1.2426 0.018 -0.017 -0.018
H 2.0261 6.5530 2.4862 0.005 -0.004 -0.010
H 4.2937 5.5861 2.6679 -0.015 -0.008 -0.003
H 4.8068 3.4109 1.6233 -0.011 0.008 -0.005
H 3.0380 2.1859 0.3869 -0.009 0.015 -0.005
H -3.6625 0.6285 0.7038 0.018 0.018 0.006
H -5.8883 0.2379 1.6837 0.015 0.005 0.010
H -6.1761 0.2290 4.1380 0.019 -0.001 -0.011
H -4.2399 0.6128 5.6186 0.007 0.010 -0.013
H -2.0116 1.0316 4.6579 0.010 0.006 -0.002
H 1.2665 -0.3131 2.6567 -0.005 0.020 0.013
H 2.9887 0.1777 4.3571 -0.010 0.013 -0.012
H 2.8032 2.2153 5.7427 -0.016 -0.003 -0.006
H 0.8765 3.7394 5.4568 0.004 -0.014 -0.011
H -0.8441 3.2527 3.7795 0.010 -0.018 -0.008
N 6.3291 -3.1984 -3.4535 -0.013 0.052 -0.045
C 5.8593 -1.9316 -3.4513 -0.141 0.028 0.012
O 6.5172 -0.9675 -3.7698 0.072 0.000 0.007
C 4.4283 -1.7175 -2.9745 0.237 -0.163 -0.059
C 3.9953 -0.4049 -2.8980 -0.112 0.171 -0.039
C 2.7279 -0.1393 -2.4187 0.041 -0.105 -0.087
N 1.8978 -1.1098 -2.0097 0.246 0.042 0.049
C 2.3021 -2.3818 -2.1210 -0.106 0.044 -0.123
C 3.5493 -2.7241 -2.6039 -0.074 -0.088 -0.016
H 7.2616 -3.3435 -3.8056 0.000 0.000 -0.009
H 5.7487 -4.0029 -3.3122 0.001 -0.006 0.020
H 4.6559 0.3902 -3.2153 0.012 -0.010 0.031
H 2.3582 0.8728 -2.3313 0.013 -0.006 0.049
H 1.5904 -3.1359 -1.8106 0.035 -0.006 0.072
H 3.7978 -3.7742 -2.6703 0.020 0.015 0.024

***

Which value of multiplicity does entry 2 give?
2